# 1
Computed, not measured: a 2-piece molecular cluster, C2H8NO overall at a distorted geometry, with ωB97M-V/def2-TZVPD.

Summary:
Orbital gap (alpha / beta) ... 0.1960 / 0.3668 Eh
2S+1 ... 2
Charge ... 0
LUMO (alpha / beta) ... 0.01712 / 0.01661 Ha
Strongest force on any atom ... 0.0663 hartree/bohr
Total energy ... -210.8875 Ha

Last column: Löwdin charge in e.
CARTESIAN COORDINATES (ANGSTROEM)
O -0.3222 -1.9278 -1.4130  -0.0547
H -1.0270 -2.2801 -1.9622  0.0758
H 0.4156 -2.3582 -1.8924  0.0882
H 1.0257 1.9777 1.0028  0.0450
C -0.0460 1.7617 0.9713  -0.1594
C -0.3115 0.4361 0.3115  -0.3514
N 0.5727 -0.5581 0.4167  -0.0369
H -0.4856 1.8455 1.9931  0.0566
H -0.4700 2.5842 0.2066  0.0994
H -1.2007 0.2783 -0.3719  0.0946
H 1.3028 -0.5602 1.1763  0.1130
H 0.5462 -1.1991 -0.4387  0.0298

***

# 2
Computed, not measured: a 2-piece molecular cluster, C2H8NO overall at a distorted geometry, with ωB97M-V/def2-TZVPD.

Summary:
Orbital gap (alpha / beta) ... 0.1267 / 0.2720 Eh
2S+1 ... 2
Charge ... 0
LUMO (alpha / beta) ... -0.00661 / -0.01042 Ha
Strongest force on any atom ... 0.0986 hartree/bohr
Total energy ... -210.8470 Ha

Last column: Löwdin charge in e.
CARTESIAN COORDINATES (ANGSTROEM)
N -0.4952 -1.4003 1.8888  0.1960
H -0.6217 -2.4071 1.9948  0.1115
H -1.0568 -0.9630 2.7184  0.1738
H 0.5247 -1.4161 2.1633  0.1450
H -0.5939 -0.7673 1.0355  0.0482
O 0.1989 0.3495 0.2926  -0.2606
C 0.2277 0.2413 -0.9579  -0.4973
C 0.3343 1.5447 -1.7422  -0.1498
H 0.3223 -0.7842 -1.5235  0.0809
H -0.5411 1.6164 -2.4234  0.0504
H 1.2791 1.5436 -2.3254  0.0477
H 0.4217 2.4425 -1.1211  0.0542

***

# 3
Computed, not measured: a 2-piece molecular cluster, C2H8NO overall at a distorted geometry, with ωB97M-V/def2-TZVPD.

Summary:
Orbital gap ... 0.3732 Eh
Charge ... +1
LUMO ... -0.18511 Ha
Strongest force on any atom ... 0.0562 hartree/bohr
Total energy ... -210.7219 Ha

Last column: Löwdin charge in e.
CARTESIAN COORDINATES (ANGSTROEM)
O -0.4281 1.4084 2.2707  -0.0605
H -0.1004 1.3966 3.1382  0.0063
H -1.2150 2.0080 2.2761  0.0716
H -0.1635 -0.0900 -2.6939  0.1289
C 0.4361 0.1702 -1.7763  -0.0060
C -0.2291 -0.5282 -0.6406  -0.0741
N 0.2658 -1.3264 0.2708  0.2079
H 0.5337 1.2465 -1.5302  0.1264
H 1.3865 -0.2962 -1.9524  0.0820
H -1.3037 -0.3652 -0.5351  0.1517
H 1.2038 -1.8698 0.2226  0.2073
H -0.3862 -1.7539 0.9501  0.1585

***

# 4
Computed, not measured: a 2-piece molecular cluster, C2H8NO overall at a distorted geometry, with ωB97M-V/def2-TZVPD.

Summary:
Orbital gap ... 0.4223 Eh
Charge ... +1
LUMO ... -0.19083 Ha
Strongest force on any atom ... 0.0290 hartree/bohr
Total energy ... -210.7133 Ha

Last column: Löwdin charge in e.
CARTESIAN COORDINATES (ANGSTROEM)
O 0.8657 1.9702 0.6034  -0.0238
H 0.2582 0.5125 0.0405  0.0993
H 0.5959 2.6966 1.1759  0.0867
H 1.7689 2.1157 0.2970  0.0825
C -0.6383 -1.3014 0.8125  -0.0023
C -0.2294 -0.6947 -1.4834  0.1812
N -0.2030 -0.3848 -0.2402  -0.0042
H -1.3331 -0.7511 1.4491  0.1074
H -1.0522 -2.2120 0.3847  0.1047
H 0.1705 -1.5845 1.4867  0.1144
H 0.5222 -0.2737 -2.1405  0.1251
H -1.0409 -1.3208 -1.8489  0.1290

***

# 5
Computed, not measured: a 2-piece molecular cluster, C2H8NO overall at a distorted geometry, with ωB97M-V/def2-TZVPD.

Summary:
Orbital gap ... 0.3974 Eh
Charge ... +1
LUMO ... -0.17633 Ha
Strongest force on any atom ... 0.0274 hartree/bohr
Total energy ... -210.7373 Ha

Last column: Löwdin charge in e.
CARTESIAN COORDINATES (ANGSTROEM)
O -1.7332 1.2415 0.4313  -0.0477
H -2.5627 0.8003 0.2968  0.0329
H -1.9931 2.0747 0.8428  0.0581
H 1.2344 1.4635 -0.2349  0.1097
C 1.3981 0.4563 -0.6084  -0.0137
C 0.8323 -0.5793 0.2723  -0.0749
N -0.0090 -1.4420 -0.1504  0.2331
H 1.1339 0.3657 -1.6592  0.1028
H 2.4869 0.2927 -0.5643  0.1176
H 1.0150 -0.5401 1.3413  0.1610
H -0.3421 -1.3964 -1.1040  0.1559
H -0.5232 -2.1130 0.4154  0.1653

***

# 6
Computed, not measured: a 2-piece molecular cluster, C2H8NO2 overall, with ωB97M-V/def2-TZVPD.

Summary:
Orbital gap ... 0.4176 Eh
Charge ... +1
LUMO ... -0.14437 Ha
Strongest force on any atom ... 0.0142 hartree/bohr
Total energy ... -286.0132 Ha

Last column: Löwdin charge in e.
CARTESIAN COORDINATES (ANGSTROEM)
O -0.4838 -0.8624 0.6034  0.0419
C -0.9777 -0.3348 -0.3821  -0.5287
O -0.5898 -0.6685 -1.6192  0.1315
C -1.9058 0.8331 -0.3245  0.0375
H -0.2861 -1.5907 -1.6064  0.1436
H -2.9314 0.6550 -0.6398  0.1075
H -1.4655 1.6015 -0.9632  0.1047
H -1.9585 1.1757 0.7064  0.0972
N 2.1055 -0.1658 0.8645  0.3079
H 2.3374 0.5187 1.5849  0.1568
H 2.2938 0.2457 -0.0537  0.1542
H 2.7695 -0.9397 0.9295  0.1575
H 1.0925 -0.4677 0.9001  0.0884

***

# 7
Computed, not measured: C2H8NO2P in the gas phase at a distorted geometry, with ωB97M-V/def2-TZVPD.

Summary:
Orbital gap ... 0.3190 Eh
Charge ... 0
SMILES ... CP(C)(O)=NO
LUMO ... 0.02859 Ha
Strongest force on any atom ... 0.0834 hartree/bohr
Total energy ... -627.5143 Ha

Last column: Löwdin charge in e.
CARTESIAN COORDINATES (ANGSTROEM)
C -1.1421 0.2880 -1.3150  -0.1360
P -0.2089 0.1071 0.1915  0.6023
C 1.6215 0.4837 -0.1003  -0.1295
O -0.7523 1.3368 0.9910  -0.1826
N -0.6772 -1.0985 1.1590  -0.3180
O -0.3313 -2.3410 0.7030  -0.2064
H -1.9616 0.7105 -0.7602  0.0501
H -0.5911 0.9009 -1.9577  0.0289
H -1.3316 -0.6805 -1.7318  0.0543
H 2.1094 -0.2276 -0.6218  -0.0080
H 1.6775 1.4301 -0.6841  0.0624
H 1.9821 0.5741 0.9002  0.0332
H -0.7813 1.0919 1.9160  0.0760
H 0.3868 -2.5754 1.3101  0.0733

***

# 8
Computed, not measured: C2H8NO2PS as an isolated structure at a distorted geometry, with ωB97M-V/def2-TZVPD.

Summary:
Orbital gap ... 0.3505 Eh
Charge ... 0
LUMO ... 0.01284 Ha
Strongest force on any atom ... 0.0659 hartree/bohr
Total energy ... -1025.7847 Ha

Last column: Löwdin charge in e.
CARTESIAN COORDINATES (ANGSTROEM)
C -0.7942 1.7656 -0.3429  -0.0618
C -0.2066 1.0869 -1.4971  -0.2969
N -0.0247 -0.1444 -1.5525  -0.0185
O 0.5213 -1.6535 0.9656  -0.4977
O 0.4546 -2.9443 -1.1793  -0.3087
P 1.1723 -1.7476 -0.3410  0.7215
S 0.4529 0.5676 3.5235  0.4668
H 0.0056 2.3443 0.0280  0.0626
H -1.7032 2.3484 -0.6902  0.1099
H -0.9863 0.9447 0.4722  0.1027
H 0.0625 1.6633 -2.3120  0.0939
H 0.8100 -0.6591 3.8970  -0.2206
H 0.1575 0.2022 2.2661  -0.2795
H 0.4057 -0.4943 -2.4719  0.0940
H -0.3273 -3.2798 -0.7656  0.0322

***

# 9
Computed, not measured: C2H8NO3PS in the gas phase at a distorted geometry, with ωB97M-V/def2-TZVPD.

Summary:
Orbital gap (alpha / beta) ... 0.2162 / 0.3053 Eh
2S+1 ... 3
Charge ... 0
LUMO (alpha / beta) ... 0.02283 / -0.04915 Ha
Strongest force on any atom ... 0.0850 hartree/bohr
Total energy ... -1100.8769 Ha

Last column: Löwdin charge in e.
CARTESIAN COORDINATES (ANGSTROEM)
C 0.4149 1.9690 0.5983  -0.1771
C 1.1911 -2.2343 0.4709  -0.1386
N -0.7959 0.1387 -1.8853  -0.0904
O -2.5755 1.2597 0.7403  -0.6184
O 0.8820 0.6778 0.2465  -0.3472
O 0.2054 -1.8655 -0.4600  -0.3066
P -0.5056 -0.4236 -0.3406  0.5026
S -2.2621 -0.2430 0.6460  0.6036
H -0.6493 2.0467 0.5474  0.0180
H 0.9080 2.6333 -0.0660  0.0660
H 0.8262 2.2274 1.5919  0.0940
H 1.4067 -1.3212 1.1408  0.1075
H 1.9722 -2.8764 0.0617  0.0944
H 0.7539 -2.8820 1.1790  0.0577
H -0.0288 0.3141 -2.4936  0.0538
H -1.7432 0.5792 -1.9771  0.0806

***

# 10
Computed, not measured: C2H8NOPS in the gas phase at a distorted geometry, with ωB97M-V/def2-TZVPD.

Summary:
Orbital gap (alpha / beta) ... 0.1869 / 0.2533 Eh
2S+1 ... 3
Charge ... 0
LUMO (alpha / beta) ... 0.02529 / -0.10743 Ha
Strongest force on any atom ... 0.0672 hartree/bohr
Total energy ... -950.3966 Ha

Last column: Löwdin charge in e.
CARTESIAN COORDINATES (ANGSTROEM)
C 1.5881 0.9806 0.5570  -0.2214
C -2.3912 -0.4438 -0.8874  -0.4146
N 1.3263 -1.9453 0.4275  -0.1475
O 0.6307 -0.5005 -1.7200  -0.4387
P 0.6553 -0.4443 -0.2141  0.3372
S -1.3726 -0.3656 0.6846  0.6039
H 1.2922 1.8461 -0.0648  0.0452
H 1.3780 1.0966 1.5758  -0.0027
H 2.7026 0.9575 0.3311  0.0691
H -1.9001 -0.9829 -1.7213  0.0274
H -2.4292 0.5522 -1.2999  0.0319
H -3.2621 -1.0838 -0.6618  0.0303
H 1.7962 -2.3461 1.2735  0.0590
H 1.5385 -2.6590 -0.2508  0.0208

***

We obtain relative energy (zero: lowest compared OMol25 entry of this formula, charge and spin) values of 26.8; 52.2; 19.6; 25.0; 9.9; 3.3; 88.9; 65.6; 0.0; 45.3 kcal per mole for the records listed above, in that order.